{"formula": "C4H8O2", "method": "ωB97M-V/def2-TZVPD", "species": ["C", "C", "C", "O", "C", "O", "H", "H", "H", "H", "H", "H", "H", "H"], "coordinates": [[-1.73446, 0.34353, -0.48358], [-0.77384, 0.49628, 0.74407], [0.38644, -0.45084, 0.67824], [1.59335, 0.26772, 0.62633], [2.42623, -0.20655, -0.28808], [2.28159, -1.17184, -0.96722], [-2.33874, -0.51115, -0.21697], [-2.40968, 1.21013, -0.25072], [-1.40768, -0.05626, -1.61769], [-1.30094, 0.13947, 1.63562], [-0.50842, 1.55162, 0.95467], [0.52405, -1.12747, 1.51075], [0.26737, -1.09266, -0.18980], [3.24893, 0.50675, -0.20550]], "forces_ev_per_a": [[-0.3, -0.6, -0.1], [-0.3, -0.4, -0.1], [-0.3, -0.5, 0.2], [0.0, 0.1, -0.5], [0.9, 1.1, 0.7], [0.2, -0.3, -0.5], [-0.4, -0.4, 0.1], [0.3, -0.6, -1.8], [-0.3, 2.2, 3.0], [-0.6, 0.5, -0.2], [0.2, -0.7, -0.3], [-0.5, -0.1, 0.5], [0.2, 0.1, -0.1], [0.8, -0.3, -0.8]], "e_homo_ev": -10.74, "orbital_gap_ev": 11.69, "total_charge": 0, "spin_multiplicity": 1, "lumo_energy_ha": 0.0351, "smiles": "CCCOC=O"}

{"formula": "C4H8O2", "method": "ωB97M-V/def2-TZVPD", "species": ["C", "C", "O", "C", "C", "O", "H", "H", "H", "H", "H", "H", "H", "H"], "coordinates": [[0.78866, 0.44651, 0.83541], [1.03613, -0.49097, -0.31602], [-0.03864, -0.96349, -1.10949], [-1.17011, -1.17565, -0.30114], [-1.57108, 0.13992, 0.31849], [-0.46223, 0.70144, 1.08823], [2.43777, 2.35685, 0.31434], [2.79872, 2.85929, -0.10293], [1.73817, 0.02124, -0.98428], [1.59770, -1.33236, 0.13140], [-0.96254, -1.91986, 0.48554], [-1.97018, -1.56280, -0.93836], [-2.39424, 0.04781, 1.03007], [-1.82812, 0.87206, -0.45126]], "forces_ev_per_a": [[-0.3, -0.2, -0.1], [0.2, 0.1, 0.1], [0.0, 0.0, -0.1], [-0.2, 0.0, 0.1], [-0.1, -0.1, -0.1], [0.3, 0.0, 0.0], [0.1, 0.1, 0.0], [0.0, 0.0, 0.0], [-0.1, -0.1, 0.1], [-0.1, 0.1, 0.0], [0.0, 0.1, -0.1], [0.1, 0.1, 0.1], [0.1, 0.0, -0.1], [0.0, -0.1, 0.1]], "e_homo_ev": -8.38, "orbital_gap_ev": 9.24, "total_charge": 0, "spin_multiplicity": 1, "lumo_energy_ha": 0.0317}

{"formula": "C4H8O2", "method": "ωB97M-V/def2-TZVPD", "species": ["C", "O", "C", "C", "C", "O", "H", "H", "H", "H", "H", "H", "H", "H"], "coordinates": [[1.94325, 0.02998, -0.39618], [0.78863, -0.72408, -0.08467], [-0.41482, -0.00677, -0.22991], [-1.55601, -0.97760, 0.03928], [-0.49102, 1.14327, 0.76360], [-0.94002, 2.23274, 0.50329], [2.69146, -0.65750, -0.79797], [1.73079, 0.79895, -1.15088], [2.35874, 0.52108, 0.49445], [-0.49685, 0.42323, -1.24061], [-1.45713, -1.84439, -0.61993], [-1.51744, -1.33076, 1.07541], [-2.52330, -0.49780, -0.13701], [-0.11628, 0.88963, 1.78112]], "forces_ev_per_a": [[0.3, 0.1, -0.1], [0.0, -0.1, 0.0], [-0.2, 0.1, -0.1], [-0.1, 0.0, 0.0], [-0.2, 0.3, -0.1], [0.2, -0.5, 0.2], [-0.1, 0.1, 0.1], [0.0, -0.1, 0.1], [-0.1, 0.0, -0.1], [0.0, -0.1, 0.1], [0.0, 0.1, 0.1], [0.0, 0.0, -0.1], [0.1, -0.1, 0.0], [0.0, 0.1, -0.1]], "e_homo_ev": -9.68, "orbital_gap_ev": 10.68, "total_charge": 0, "spin_multiplicity": 1, "lumo_energy_ha": 0.0367, "smiles": "CO[C@@H](C)C=O"}

{"formula": "C4H8O2", "method": "ωB97M-V/def2-TZVPD", "species": ["C", "C", "O", "C", "C", "O", "H", "H", "H", "H", "H", "H", "H", "H"], "coordinates": [[0.38008, -1.53808, 1.12662], [0.37020, -0.82127, -0.19959], [1.17190, -1.09018, -1.07305], [-0.63057, 0.29768, -0.48147], [-0.14559, 1.65017, 0.07502], [-0.73004, 0.45700, -1.88376], [0.79046, -0.88956, 1.90842], [1.01010, -2.42625, 1.03967], [-0.62932, -1.82319, 1.43749], [-1.62711, 0.03742, -0.10789], [0.83222, 1.63799, 0.57102], [-0.86814, 2.17103, 0.71248], [-0.06991, 2.13789, -0.90018], [0.14572, 0.19936, -2.22477]], "forces_ev_per_a": [[0.0, 0.0, 0.0], [0.3, -0.1, -0.2], [-0.2, 0.0, 0.4], [-0.1, -0.1, 0.0], [0.0, 0.1, -0.1], [-0.1, -0.5, -0.2], [-0.1, 0.0, -0.1], [-0.1, 0.2, 0.0], [0.1, 0.1, -0.1], [0.2, 0.0, 0.0], [-0.2, -0.1, -0.1], [0.1, -0.2, -0.2], [0.3, 0.8, 0.6], [-0.2, -0.1, 0.0]], "e_homo_ev": -10.10, "orbital_gap_ev": 11.00, "total_charge": 0, "spin_multiplicity": 1, "lumo_energy_ha": 0.0334, "smiles": "CC(=O)[C@@H](C)O"}

{"formula": "C4H8O2", "method": "ωB97M-V/def2-TZVPD", "species": ["O", "C", "C", "C", "C", "O", "H", "H", "H", "H", "H", "H", "H", "H"], "coordinates": [[0.46237, 2.03782, 1.33831], [-0.51880, 1.56401, 0.81655], [-0.85142, 0.08837, 0.79208], [-0.77891, -0.40172, -0.63245], [0.28294, -1.05648, -1.10386], [0.47232, -1.48519, -2.37368], [-1.23456, 2.21427, 0.26731], [-0.13834, -0.43826, 1.43381], [-1.86035, -0.05938, 1.20000], [-1.60627, -0.15559, -1.29898], [1.12927, -1.32054, -0.47395], [-0.27228, -1.19379, -2.91795], [2.69112, -0.18697, 1.46792], [2.22292, 0.39346, 1.48488]], "forces_ev_per_a": [[-0.5, -0.2, -0.2], [0.2, 0.2, 0.1], [0.1, -0.1, 0.1], [0.1, -0.1, -0.1], [-0.1, 0.1, 0.3], [-0.2, 0.1, -0.2], [0.1, 0.0, 0.1], [-0.1, 0.1, -0.1], [0.1, 0.1, -0.1], [0.1, 0.0, 0.1], [-0.1, 0.1, -0.1], [0.1, -0.1, 0.0], [0.0, 0.0, 0.0], [0.1, -0.1, 0.0]], "e_homo_ev": -9.04, "orbital_gap_ev": 9.78, "total_charge": 0, "spin_multiplicity": 1, "lumo_energy_ha": 0.0275, "smiles": "O=CC/C=C/O.[H][H]"}

{"formula": "C4H8O2", "method": "ωB97M-V/def2-TZVPD", "species": ["O", "C", "C", "C", "C", "O", "H", "H", "H", "H", "H", "H", "H", "H"], "coordinates": [[-2.11470, 0.85614, -1.05571], [-1.02254, -0.49151, -0.66626], [-0.21843, 0.27878, 0.22096], [0.44340, -0.16048, 1.48682], [1.25150, 0.25998, 0.27448], [1.89199, -0.74191, -0.47532], [-1.85992, 1.21487, -1.92460], [-0.65229, -0.75263, -1.65932], [-1.77289, -1.17715, -0.27839], [-1.35458, 1.22854, -0.30907], [0.48116, -1.22567, 1.71551], [0.41763, 0.48705, 2.36337], [1.80493, 1.20173, 0.31846], [2.70473, -0.97774, -0.01093]], "forces_ev_per_a": [[0.1, 0.2, -0.1], [0.1, 0.0, 0.1], [0.0, -0.2, -0.1], [0.0, -0.1, 0.2], [-0.1, 0.3, 0.1], [0.2, -0.1, 0.1], [-0.1, -0.1, 0.2], [0.0, 0.1, 0.2], [0.1, 0.1, 0.0], [-0.2, 0.0, -0.2], [0.0, 0.1, -0.1], [0.0, -0.1, -0.2], [-0.1, -0.2, 0.0], [-0.1, 0.0, -0.1]], "e_homo_ev": -7.99, "orbital_gap_ev": 8.85, "total_charge": 0, "spin_multiplicity": 1, "lumo_energy_ha": 0.0315}

{"formula": "C4H8O2", "method": "ωB97M-V/def2-TZVPD", "species": ["C", "C", "O", "C", "C", "O", "H", "H", "H", "H", "H", "H", "H", "H"], "coordinates": [[-0.04534, 0.04060, -1.53622], [-0.59068, -0.12812, -0.16081], [-1.87314, -0.39906, -0.04830], [1.37393, -0.76844, 0.98049], [0.17473, -0.06176, 1.04723], [0.12776, 1.61535, 0.86829], [-0.18733, -0.87778, -2.11949], [1.01059, 0.29770, -1.50179], [-0.58525, 0.85331, -2.03369], [-2.30174, -0.42541, -0.91706], [1.83443, -1.13791, 1.88935], [1.99337, -0.75777, 0.09089], [-0.42901, -0.24224, 1.93722], [-0.50231, 1.99154, 1.50390]], "forces_ev_per_a": [[0.1, 0.0, 0.0], [-0.1, -0.3, -0.1], [0.0, 0.0, -0.1], [0.2, 0.1, 0.0], [-0.2, -0.4, 0.0], [0.0, 0.5, 0.2], [0.0, 0.1, 0.1], [-0.1, 0.0, 0.0], [0.1, -0.1, 0.1], [0.0, 0.0, 0.1], [-0.1, 0.0, -0.1], [-0.1, 0.0, 0.1], [0.1, 0.1, -0.1], [0.1, -0.1, -0.1]], "e_homo_ev": [-6.89, -6.89], "orbital_gap_ev": [7.20, 7.20], "total_charge": 0, "spin_multiplicity": 1, "lumo_energy_ha": [0.0115, 0.0115]}

{"formula": "C4H8O2", "method": "ωB97M-V/def2-TZVPD", "species": ["C", "C", "O", "C", "O", "C", "H", "H", "H", "H", "H", "H", "H", "H"], "coordinates": [[-1.53172, 0.95933, -0.36158], [0.16688, -0.23580, 1.53472], [-0.68969, -1.13180, 1.89573], [0.87108, -0.78880, 0.25073], [0.83107, -1.99476, 0.07195], [1.63003, 0.15100, -0.64298], [-1.20101, 1.67238, -1.11815], [-2.55224, 1.17578, -0.04411], [-1.49648, -0.05428, -0.77406], [-0.89277, 1.06282, 0.52714], [-0.62377, -1.92313, 1.29076], [1.30386, 0.00424, -1.67715], [2.69693, -0.09131, -0.60053], [1.48783, 1.19434, -0.35247]], "forces_ev_per_a": [[-0.1, 0.0, -0.1], [0.0, -0.4, 0.2], [0.3, 0.1, 0.0], [0.1, -0.4, -0.2], [0.0, 0.5, 0.0], [0.0, 0.0, 0.0], [-0.1, 0.0, 0.0], [0.1, 0.0, -0.1], [0.0, 0.2, 0.1], [-0.1, 0.1, -0.2], [0.0, 0.1, 0.0], [0.0, 0.0, 0.1], [-0.1, 0.0, 0.0], [0.0, -0.2, 0.0]], "e_homo_ev": -8.98, "orbital_gap_ev": 8.49, "total_charge": 0, "spin_multiplicity": 1, "lumo_energy_ha": -0.0180}

{"formula": "C4H8O2", "method": "ωB97M-V/def2-TZVPD", "species": ["C", "C", "C", "O", "C", "O", "H", "H", "H", "H", "H", "H", "H", "H"], "coordinates": [[1.55741, -0.19593, -0.24921], [0.38938, -0.24846, 0.70538], [-0.81953, 0.64630, 0.53186], [-0.94213, 1.43448, -0.61999], [-0.93380, -0.81969, 0.24674], [-1.09046, -1.19571, -1.08339], [2.15536, -1.10945, -0.16355], [1.21734, -0.12584, -1.28511], [2.21436, 0.65589, -0.03937], [0.64878, -0.44665, 1.74478], [-1.29914, 1.05918, 1.41822], [-0.33128, 2.17823, -0.55603], [-1.50027, -1.45392, 0.92463], [-1.26602, -0.37844, -1.57496]], "forces_ev_per_a": [[0.0, 0.0, -0.1], [0.1, 0.0, 0.1], [-0.1, -0.1, 0.2], [0.1, 0.2, 0.0], [-0.1, -0.1, 0.3], [0.0, 0.2, -0.2], [-0.1, 0.1, 0.0], [0.1, 0.0, 0.1], [-0.1, -0.1, 0.0], [-0.1, 0.0, -0.2], [0.1, -0.1, -0.1], [-0.1, -0.1, -0.1], [0.1, 0.1, -0.1], [0.0, -0.2, 0.0]], "e_homo_ev": -9.33, "orbital_gap_ev": 10.05, "total_charge": 0, "spin_multiplicity": 1, "lumo_energy_ha": 0.0265, "smiles": "C[C@H]1[C@@H](O)[C@H]1O"}

{"formula": "C4H8O2", "method": "ωB97M-V/def2-TZVPD", "species": ["C", "C", "C", "O", "C", "O", "H", "H", "H", "H", "H", "H", "H", "H"], "coordinates": [[1.45485, -0.66954, 0.47902], [0.21900, -0.52259, -0.33408], [-0.90277, 0.81724, 0.71382], [-0.46322, -1.59732, -0.62443], [-0.30743, 0.63593, -1.00778], [-1.26598, 0.39971, -1.81416], [1.23059, -1.12875, 1.44712], [2.13844, -1.33558, -0.05802], [1.94078, 0.29701, 0.63054], [-1.56209, 1.64071, 0.42966], [-0.18547, 1.14395, 1.46941], [-1.51724, -0.01597, 1.05841], [-1.11126, -1.19330, -1.31654], [0.33180, 1.52849, -1.07297]], "forces_ev_per_a": [[0.0, 0.1, 0.0], [0.0, 0.0, -0.1], [-0.2, 0.1, 0.3], [-0.1, 0.2, -0.1], [0.2, 0.0, 0.0], [0.0, 0.0, 0.0], [0.0, 0.1, -0.1], [-0.1, 0.1, 0.1], [-0.1, -0.1, 0.0], [0.2, -0.2, 0.0], [-0.1, -0.1, -0.1], [0.1, 0.1, 0.0], [0.1, -0.1, 0.1], [-0.1, -0.1, 0.0]], "e_homo_ev": -8.85, "orbital_gap_ev": 9.68, "total_charge": 0, "spin_multiplicity": 1, "lumo_energy_ha": 0.0303}

{"formula": "C4H8O2", "method": "ωB97M-V/def2-TZVPD", "species": ["C", "O", "C", "C", "C", "O", "H", "H", "H", "H", "H", "H", "H", "H"], "coordinates": [[-2.31770, 0.36030, -0.14231], [-1.06629, -0.18830, -0.46148], [-0.12389, -0.03103, 0.56992], [1.13648, -0.71410, 0.10291], [2.29602, 0.04138, -0.36483], [2.28820, -0.57654, 0.91633], [-2.74079, -0.09771, 0.76581], [-2.25328, 1.44835, 0.01421], [-2.98408, 0.16031, -0.98486], [-0.48567, -0.49185, 1.50494], [0.06927, 1.03494, 0.77968], [0.97448, -1.71933, -0.28922], [2.27490, 1.13134, -0.34598], [2.95713, -0.39938, -1.11011]], "forces_ev_per_a": [[-0.3, 0.1, 0.0], [0.1, 0.0, 0.0], [0.2, 0.0, 0.2], [-0.2, -0.1, -0.1], [0.1, 0.1, -0.3], [0.1, 0.0, 0.2], [0.1, 0.1, -0.1], [0.0, -0.1, 0.0], [0.1, 0.0, 0.1], [0.0, 0.0, -0.1], [0.0, -0.2, 0.0], [0.0, 0.2, 0.0], [-0.1, -0.2, 0.0], [0.0, 0.0, 0.2]], "e_homo_ev": -10.13, "orbital_gap_ev": 11.18, "total_charge": 0, "spin_multiplicity": 1, "lumo_energy_ha": 0.0388, "smiles": "COC[C@H]1CO1"}

{"formula": "C4H8O2", "method": "ωB97M-V/def2-TZVPD", "species": ["O", "C", "C", "C", "C", "O", "H", "H", "H", "H", "H", "H", "H", "H"], "coordinates": [[2.10914, -0.10223, 0.39559], [0.98651, 0.04509, -0.41357], [-0.00224, 1.21012, -0.15173], [-1.15319, 0.21578, -0.43063], [-0.18003, -0.93787, -0.15273], [-0.16329, -1.25991, 1.23303], [1.76149, -0.44301, 1.23548], [1.31179, 0.02623, -1.45956], [0.06817, 2.10504, -0.77502], [0.03986, 1.50193, 0.90205], [-1.49650, 0.23761, -1.46805], [-2.03138, 0.24644, 0.22666], [-0.24083, -1.85826, -0.74534], [-1.00952, -0.98696, 1.60381]], "forces_ev_per_a": [[0.0, -0.1, 0.2], [-0.1, 0.1, -0.3], [0.1, 0.2, 0.0], [-0.2, 0.0, -0.1], [0.0, -0.1, -0.2], [-0.1, -0.1, 0.1], [0.2, 0.1, 0.0], [-0.1, 0.0, 0.1], [0.0, -0.2, 0.1], [0.0, 0.0, -0.2], [0.1, 0.0, 0.1], [0.1, 0.1, -0.1], [0.0, 0.2, 0.1], [0.1, -0.1, 0.1]], "e_homo_ev": -9.74, "orbital_gap_ev": 10.63, "total_charge": 0, "spin_multiplicity": 1, "lumo_energy_ha": 0.0327, "smiles": "O[C@@H]1CC[C@@H]1O"}

The calculation returns the following ΔE to the lowest compared entry with this formula, charge and spin values, one per record and in order: 193.0 467.2 151.1 99.4 252.1 504.5 437.7 352.7 183.2 264.5 245.7 155.9 kJ/mol.
The calculation returns the following total energy values, one per record and in order: -307.63891 -307.53449 -307.65489 -307.67456 -307.61640 -307.52028 -307.54572 -307.57809 -307.64266 -307.61168 -307.61886 -307.65306 a.u..